No. 1
# C7H14Cl2N

The ion C7H14Cl2N with charge +1 at a distorted geometry (ωB97M-V with the def2-TZVPD basis set, the Open Molecules 2025 dataset).

```
24
C7H14Cl2N | the Open Molecules 2025 dataset | ωB97M-V with the def2-TZVPD basis set
H -0.3257 -0.2941 1.9297
C 1.4806 -1.9168 0.1015
C -1.0318 0.3879 -1.2336
H -0.2486 2.2489 0.2304
H 1.6230 0.5184 2.0540
H -2.2345 -1.4905 -1.5663
N -0.8522 -0.4255 1.0766
H -1.1129 -1.3786 0.8942
C -1.4663 -0.8466 -1.9886
H 1.7830 2.3306 2.1945
C 0.9498 -0.8638 -0.4985
H -1.9468 -0.6189 -2.9053
C 1.0274 1.5013 1.9637
C -0.0358 0.0920 -0.0746
C 0.5990 1.5701 0.4615
H 2.1113 -2.5489 -0.4122
H -0.4432 0.8677 -2.0800
H 0.2980 1.6208 2.7890
H 1.1789 -2.3927 1.0489
H -0.5374 -1.2877 -2.4868
H -1.7073 0.2115 1.1846
Cl 1.9635 1.8458 -0.6217
H 1.3515 -0.6096 -1.4077
Cl -2.4236 1.4787 -0.6534
```

The SMILES is C=CC([NH3+])([C@@H](C)Cl)[C@@H](C)Cl. The value obtained for the HOMO-LUMO gap is 11.1 eV. For the strongest force on any atom, the calculation gives 0.06951 hartree/bohr. As for the net charge: +1.

Just the Löwdin charges please, in e? Sure, here they are: 0.126 0.097 -0.600 0.063 0.107 0.091 0.226 0.161 -0.109 0.109 -0.210 0.071 -0.112 -0.503 -0.635 0.054 0.142 0.088 0.088 0.127 0.144 0.732 0.076 0.666

---

No. 2
# H4O2

A cluster of 2 separate species, H4O2 in total at a distorted geometry (ωB97M-V with the def2-TZVPD basis set, the Open Molecules 2025 dataset).

```
6
H4O2 | the Open Molecules 2025 dataset | ωB97M-V with the def2-TZVPD basis set
O -1.0388 0.5365 2.0570
H 0.9657 -0.2391 -0.9321
O 0.8960 -0.0390 -1.8708
H -1.3841 -0.3154 1.7922
H 1.3099 -0.8207 -2.2367
H -0.7487 0.8777 1.1904
```

The SMILES is O.O. The value obtained for the HOMO-LUMO gap is 12.3 eV. For the strongest force on any atom, the calculation gives 0.01988 hartree/bohr. The calculation puts the energy above the lowest of the compared OMol25 structures with the same formula, charge and spin at 23.6 kJ/mol.

Just the Löwdin charges please, in e? Sure, here they are: -0.061 0.025 -0.055 0.024 0.030 0.037

---

No. 3
# C27H34Cl2EuN5O3

A structure of composition C27H34Cl2EuN5O3 at a distorted geometry (ωB97M-V with the def2-TZVPD basis set, the Open Molecules 2025 dataset).

```
72
C27H34Cl2EuN5O3 | the Open Molecules 2025 dataset | ωB97M-V with the def2-TZVPD basis set
O -2.8798 3.2178 -1.0574
C -2.1509 -2.7338 4.8320
C -2.6678 -5.0134 3.2837
C -2.9562 3.1035 -4.6382
H -0.3652 5.0221 1.4852
H 3.1582 -5.2239 1.3730
C 2.4457 -2.2078 0.4416
N -1.2380 -1.6199 2.8792
C 0.6397 5.2132 1.8658
H 0.6091 5.2468 2.9549
C 1.9829 0.5611 -5.4372
C -1.8237 -2.7528 3.4677
H 2.1598 -2.5370 -0.5752
H -1.2577 -2.1026 0.7677
H -3.8449 -0.6376 -3.9436
C 2.1361 2.7956 -2.7277
C 3.3289 -4.4523 0.6081
H 3.1058 3.0156 -2.2729
O 1.6883 2.1251 0.4208
N -0.4440 -0.2039 1.3565
C -3.0065 -4.9982 4.6463
Cl 3.5884 -0.2783 -2.0665
H 2.2794 -0.4733 -5.6208
H -2.6202 0.6974 -2.2355
C 0.9924 3.1057 0.7903
N 1.5106 4.1595 1.4000
C -4.0550 1.0429 -5.3072
H -3.0088 -3.8478 6.4751
Eu 1.2073 0.3222 -1.0488
H 1.1851 0.8330 -6.1115
C -3.6245 -6.1474 5.2551
H 3.0990 4.1223 2.7842
H 1.3565 3.2273 -2.0826
H -2.8744 -5.9042 2.6871
H 3.3160 5.2030 1.4248
C -2.4481 3.3975 -2.1829
C 3.5736 -2.8706 2.5171
C 1.4574 0.7872 -4.0442
C -1.0038 -1.3940 1.5364
H -0.8151 -0.3886 4.6251
H 2.8269 1.2095 -5.6401
H -0.0954 3.1171 0.6109
C 2.0438 1.3663 -3.0181
C -0.7735 -0.4912 3.5587
N -4.1321 -7.0771 5.7537
H 0.1855 1.3296 2.7514
H 3.4684 3.4422 1.1765
H 3.4255 -3.7692 3.1238
H 4.3893 -4.4643 0.2984
C -2.7060 2.5450 -3.3710
C -3.6541 2.3636 -5.5878
Cl -0.3717 -1.7258 -1.7253
H 3.0946 -2.0108 2.9996
C -2.9420 1.1773 -3.1663
H 0.4491 0.3686 -3.9278
H 2.0372 3.3428 -3.6797
H -1.7416 4.2139 -2.4389
C -3.6275 0.4238 -4.1204
H -1.9591 -1.8503 5.4398
H -2.6401 4.1296 -4.8085
H 2.6622 -4.5877 -0.2593
C -0.2762 0.3630 2.6098
C -2.0732 -3.8928 2.6923
C 2.9296 4.2252 1.7095
H -4.7282 0.5121 -5.9918
C -2.7441 -3.8580 5.4166
N 3.0145 -3.1522 1.1959
O 2.2225 -1.0343 0.8219
H -3.8747 2.8223 -6.5536
H 0.9843 6.1807 1.5063
H -1.7931 -3.9063 1.6383
H 4.6638 -2.7238 2.4592
```

The value obtained for the HOMO-LUMO gap (alpha / beta) is 5.7 / 4.2 eV. For the strongest force on any atom, the calculation gives 0.06867 hartree/bohr. The calculation puts the energy above the lowest of the compared OMol25 structures with the same formula, charge and spin at 474.6 kJ/mol. The spin multiplicity is 7.

Just the Löwdin charges please, in e? Sure, here they are: 0.044 0.003 -0.010 -0.044 0.093 0.088 -0.369 -0.017 -0.037 0.095 -0.081 -0.177 0.078 0.052 0.114 -0.143 -0.040 0.075 -0.180 0.012 -0.241 -0.053 0.079 0.102 -0.301 -0.175 -0.070 0.124 1.151 0.065 -0.179 0.098 0.054 0.126 0.093 -0.234 -0.033 -0.283 -0.152 0.099 0.071 0.146 -0.526 -0.046 0.149 0.089 0.095 0.082 0.099 -0.205 -0.082 -0.292 0.089 -0.033 0.075 0.087 0.119 -0.061 0.103 0.110 0.097 -0.123 0.011 -0.013 0.107 -0.016 -0.186 -0.181 0.104 0.093 0.114 0.098

---

- What is the formula in the third record?
  C27H34Cl2EuN5O3

---

- Among the records above, which one has the lowest strongest force on any atom?
  H4O2